(1)
A single C2H4OS2 molecule in a non-equilibrium geometry, computed with ωB97M-V with the def2-TZVPD basis set.

Each line ends with the Mulliken charge.
CARTESIAN COORDINATES (ANGSTROEM)
C (1.21875, -0.99064, -0.01545)  -0.549
C (-1.23549, 0.54213, -0.04889)  0.120
O (-2.51760, 0.97830, 0.07269)  -0.364
S (1.87547, 0.60821, 0.04606)  -0.418
S (-0.85624, -1.14770, 0.03008)  -0.015
H (1.49140, -1.52539, -0.85895)  0.323
H (1.57857, -1.55775, 0.95786)  0.268
H (-0.52042, 1.21254, -0.40926)  0.261
H (-2.58029, 1.77562, -0.42996)  0.373

Forces on atoms 1 to 2 (eV/Å):
C 1.2682 0.8348 3.7898
C -2.4644 -3.8374 0.0892

As for the total energy: -950.10892 hartree. For the energy above the lowest of the compared OMol25 structures with the same formula, charge and spin, the calculation gives 62.6 kcal per mole. The HOMO-LUMO gap comes out at 6.110 eV. As for the net charge: 0. As for the multiplicity: 1.



(2)
11 unconnected molecules or ions with the total composition C44H86N4O22 in a non-equilibrium geometry, computed with ωB97M-V with the def2-TZVPD basis set.

Each line ends with the Mulliken charge.
CARTESIAN COORDINATES (ANGSTROEM)
O (-9.34078, -6.52818, -23.83461)  -0.627
C (-8.48554, -7.08373, -23.14644)  -0.216
C (-8.19021, -6.71324, -21.72934)  -0.961
C (-7.24958, -7.40700, -21.01226)  -0.268
O (-6.84803, -6.92401, -19.83677)  -0.616
C (-6.59128, -8.69936, -21.38374)  1.512
O (-5.70967, -9.27804, -20.79671)  -0.480
C (-6.90981, -8.98105, -22.79641)  -0.247
C (-7.73354, -8.29855, -23.55567)  0.434
O (-7.76878, -8.61755, -24.88331)  -0.575
H (-8.71934, -5.80242, -21.49099)  0.445
H (-6.43881, -7.65207, -19.36343)  0.344
H (-6.49413, -9.84415, -23.29508)  0.527
H (-8.26830, -7.93891, -25.34323)  0.566
O (-3.62164, -10.38102, -21.86736)  -0.320
C (-3.03906, -9.60722, -22.60530)  -0.555
C (-1.56459, -9.58142, -22.84675)  0.321
C (-0.92021, -8.77308, -23.73354)  -1.829
O (0.33868, -8.73155, -23.92484)  0.561
C (-1.70136, -7.72909, -24.45583)  0.758
O (-1.27940, -6.88509, -25.23353)  -0.118
C (-3.14815, -7.82988, -24.36824)  -0.903
C (-3.74643, -8.73341, -23.55670)  0.375
O (-5.07847, -8.82339, -23.37503)  0.052
H (-0.92585, -10.35920, -22.45501)  -0.723
H (0.73278, -9.57462, -23.68920)  1.198
H (-3.84440, -7.13424, -24.81291)  -0.053
H (-5.33556, -9.23465, -22.54657)  -0.661
C (-1.62933, -4.80090, -25.84734)  -1.139
N (-2.18670, -4.03218, -26.97197)  0.167
C (-2.93913, -2.79703, -26.65642)  -1.021
C (-2.04542, -4.45267, -28.17101)  -0.099
O (-2.52711, -3.80030, -29.08217)  -0.690
H (-2.33733, -5.48711, -25.38265)  -0.636
H (-0.99919, -4.24739, -25.15116)  0.853
H (-0.88214, -5.47542, -26.26547)  -0.071
H (-3.98627, -2.96776, -26.40651)  0.256
H (-2.49244, -2.13573, -25.91397)  0.346
H (-2.90239, -2.12703, -27.51540)  0.404
H (-1.37625, -5.31855, -28.29203)  0.466
C (2.95548, -13.28663, -23.19286)  -1.135
N (2.37239, -11.91768, -23.30532)  0.165
C (3.05153, -10.86450, -24.11494)  0.130
C (1.09199, -11.84847, -22.85227)  -0.093
O (0.36336, -10.88154, -22.99718)  0.319
H (2.73616, -13.63986, -24.20045)  0.410
H (2.32820, -13.78503, -22.45380)  0.378
H (4.00763, -13.46958, -22.97471)  0.305
H (2.35241, -10.09924, -24.45218)  -1.046
H (3.70885, -10.32597, -23.43228)  0.396
H (3.46031, -11.39998, -24.97182)  0.378
H (0.64562, -12.77800, -22.46637)  0.152
C (0.07213, -7.30239, -21.36214)  -1.185
N (0.41302, -6.01539, -21.99873)  0.501
C (0.28275, -5.07348, -20.95073)  -1.567
C (1.02956, -5.91961, -23.23069)  0.818
O (1.57348, -4.94895, -23.77553)  -0.723
H (0.03214, -8.03450, -22.16869)  -0.760
H (-0.93147, -7.21765, -20.94537)  0.529
H (0.74318, -7.64047, -20.57251)  0.980
H (0.79338, -4.13990, -21.18696)  0.628
H (-0.70233, -4.64123, -20.77501)  0.400
H (0.62438, -5.43797, -19.98195)  0.272
H (0.85014, -6.85981, -23.77478)  -0.488
C (-2.59240, -11.88403, -24.21809)  -0.747
N (-1.88290, -12.79582, -23.26597)  0.847
C (-1.72561, -14.24749, -23.71383)  -1.236
C (-1.41293, -12.41537, -22.04867)  -0.298
O (-0.77348, -13.15772, -21.28333)  -0.747
H (-3.58098, -12.13110, -24.60506)  0.299
H (-2.08637, -11.68234, -25.16221)  0.526
H (-2.73707, -10.93412, -23.70347)  -0.193
H (-0.87016, -14.19944, -24.38762)  0.343
H (-1.60761, -14.90665, -22.85378)  0.303
H (-2.50187, -14.50470, -24.43452)  0.337
H (-1.66259, -11.37700, -21.78099)  0.896
C (-0.09166, -10.92954, -25.56955)  0.489
O (-0.66737, -10.07332, -26.64192)  -0.450
C (0.16485, -9.00604, -27.05462)  1.176
C (1.56636, -9.39576, -27.44776)  -1.415
O (2.44010, -9.52605, -26.39483)  -0.214
C (2.46764, -8.41404, -25.49575)  -0.215
H (0.01056, -11.99313, -25.78500)  0.702
H (-0.84830, -10.91100, -24.78518)  -1.126
H (0.85590, -10.70262, -25.08094)  -0.121
H (0.03791, -8.14609, -26.39699)  -0.477
H (-0.15322, -8.55607, -27.99507)  0.017
H (1.91281, -8.70880, -28.21988)  0.398
H (1.41176, -10.37266, -27.90588)  0.430
H (3.26427, -8.57919, -24.77033)  0.563
H (1.52857, -8.30427, -24.95337)  -0.072
H (2.71028, -7.47464, -25.99249)  0.295
C (-2.56351, -7.72438, -28.68016)  -0.501
O (-3.00513, -7.22910, -27.33988)  0.746
C (-4.07172, -6.29878, -27.34528)  0.464
C (-5.38375, -6.92856, -27.68564)  -1.450
O (-6.13254, -7.39119, -26.51879)  -0.613
C (-5.61360, -8.45845, -25.66780)  0.130
H (-2.36713, -6.91236, -29.38028)  0.491
H (-3.16560, -8.51938, -29.12013)  0.203
H (-1.57523, -8.11188, -28.43270)  -0.448
H (-3.78154, -5.51427, -28.04417)  1.166
H (-4.25370, -5.81233, -26.38697)  -0.897
H (-5.39894, -7.67071, -28.48382)  0.298
H (-5.90055, -6.08521, -28.14366)  0.336
H (-6.39526, -8.80571, -24.99214)  -0.550
H (-4.77958, -8.08287, -25.07496)  -0.503
H (-5.24059, -9.19420, -26.38028)  0.562
C (-6.17237, -13.27018, -20.55399)  -0.766
O (-6.27522, -12.86510, -21.93339)  -0.564
C (-5.50101, -11.72092, -22.22332)  1.692
C (-5.42377, -11.48635, -23.64803)  0.744
O (-6.70884, -11.51777, -24.27658)  -0.437
C (-6.78173, -10.75392, -25.44752)  -0.763
H (-5.13716, -13.40235, -20.23937)  0.219
H (-6.67133, -14.23829, -20.51039)  0.364
H (-6.67076, -12.63037, -19.82574)  0.251
H (-4.49005, -11.70708, -21.81603)  -0.514
H (-5.82785, -10.76150, -21.82233)  0.148
H (-4.74084, -12.11380, -24.22074)  0.671
H (-5.02064, -10.47383, -23.62871)  0.247
H (-7.71744, -10.21491, -25.59590)  0.432
H (-6.98918, -11.60640, -26.09430)  0.367
H (-5.87546, -10.18443, -25.65357)  -0.180
C (-0.30435, -9.70918, -20.62423)  -0.743
O (-1.57746, -10.40989, -20.79599)  0.285
C (-2.13236, -10.92467, -19.63798)  -0.657
C (-2.56809, -9.89456, -18.59957)  -0.948
O (-1.38202, -9.56187, -17.88611)  -0.371
C (-1.43218, -8.70547, -16.77834)  -0.826
H (0.50751, -10.31634, -20.22379)  -0.041
H (-0.36480, -8.76410, -20.08453)  1.005
H (0.13140, -9.46792, -21.59377)  0.701
H (-1.52254, -11.77083, -19.32135)  0.467
H (-3.02946, -11.37521, -20.06262)  0.060
H (-3.24632, -10.27874, -17.83766)  0.679
H (-3.02204, -9.00477, -19.03580)  0.309
H (-1.81493, -7.76065, -17.16425)  0.332
H (-0.39395, -8.50981, -16.51023)  0.247
H (-2.05970, -9.12310, -15.99100)  0.283
C (-1.44330, -3.35434, -22.14074)  -0.767
O (-2.43893, -4.29895, -22.06775)  -0.421
C (-3.22455, -4.39250, -23.24661)  1.681
C (-4.06922, -5.63892, -23.00992)  -1.034
O (-4.59854, -6.16156, -24.21659)  1.041
C (-5.89042, -5.59673, -24.56125)  -1.089
H (-1.78894, -2.32509, -22.04445)  0.338
H (-0.97276, -3.50848, -23.11179)  0.239
H (-0.63556, -3.36410, -21.40892)  0.346
H (-2.53584, -4.60713, -24.06374)  -1.225
H (-3.85219, -3.51490, -23.40148)  0.564
H (-4.85027, -5.52754, -22.25781)  0.910
H (-3.37870, -6.40528, -22.65780)  -0.450
H (-6.70049, -5.66639, -23.83527)  0.169
H (-6.30829, -6.26251, -25.31638)  0.236
H (-5.75755, -4.59133, -24.96079)  0.489

Forces on atoms 1 to 2 (eV/Å):
O 1.4883 -0.7162 0.5018
C -0.8790 -0.3966 1.2829

As for the total energy: -3601.16082 hartree. The HOMO-LUMO gap comes out at 6.343 eV. As for the net charge: 0. As for the multiplicity: 1.



(3)
2 unconnected molecules or ions with the total composition CH7N2O2P in a non-equilibrium geometry, computed with ωB97M-V with the def2-TZVPD basis set.

Each line ends with the Mulliken charge.
CARTESIAN COORDINATES (ANGSTROEM)
C (0.02242, -0.62417, -1.58608)  -0.540
N (-1.32729, 0.62296, 1.68960)  -0.593
N (1.23572, 0.77706, 1.72931)  -0.293
O (-0.09437, 2.22750, 3.57434)  -0.618
O (-0.00498, -0.98935, -0.18577)  -0.567
P (-0.13644, 1.31748, 2.42768)  0.734
H (-0.68556, 0.16839, -1.68522)  0.284
H (-0.51451, -1.47518, -2.28306)  0.191
H (1.04078, -0.47700, -1.89709)  0.252
H (-0.74251, -0.45516, 0.13204)  0.376
H (-2.29627, 0.87820, 1.74314)  0.199
H (2.16872, 1.13586, 1.88704)  0.246
H (0.97268, 0.20451, 0.92326)  0.328

Forces on atoms 1 to 2 (eV/Å):
C -1.9847 -3.2012 -0.5288
N 1.6175 0.5487 0.0661

As for the total energy: -643.65558 hartree. For the energy above the lowest of the compared OMol25 structures with the same formula, charge and spin, the calculation gives 32.0 kcal per mole. The HOMO-LUMO gap comes out at 10.703 eV. As for the net charge: 0. As for the multiplicity: 1.



(4)
A gas-phase ion, C5H13N2 (charge +1) in a non-equilibrium geometry, computed with ωB97M-V with the def2-TZVPD basis set.

Each line ends with the Mulliken charge.
CARTESIAN COORDINATES (ANGSTROEM)
C (-0.05575, 1.77544, 1.97385)  -1.092
C (-0.88071, 1.73658, 0.66749)  -0.347
C (-0.09676, 1.28129, -0.52935)  -0.419
C (0.62804, -0.07674, -0.29461)  -0.908
N (-0.19800, -1.36615, -0.13209)  -0.070
C (-0.22416, -2.41605, -0.96904)  0.095
N (0.86683, -2.81504, -1.60759)  -0.389
H (-0.61636, 2.27484, 2.76516)  0.365
H (0.96609, 2.21274, 1.75578)  0.288
H (0.10994, 0.76753, 2.40302)  0.265
H (-1.22090, 2.80190, 0.49744)  0.302
H (-1.86277, 1.14836, 0.84409)  0.272
H (-0.78114, 1.09394, -1.39408)  0.258
H (0.72915, 1.99604, -0.71946)  0.289
H (1.29857, -0.04884, 0.56588)  0.406
H (1.33765, -0.36535, -1.06644)  0.417
H (-0.83046, -1.27247, 0.64237)  0.288
H (-1.06689, -3.11415, -1.04336)  0.357
H (1.20229, -2.00567, -2.11120)  0.304
H (0.69535, -3.60818, -2.24786)  0.320

Forces on atoms 1 to 2 (eV/Å):
C 0.5866 -0.6776 -0.3564
C -1.7717 0.9171 1.3667

As for the total energy: -307.54882 hartree. For the energy above the lowest of the compared OMol25 structures with the same formula, charge and spin, the calculation gives 45.7 kcal per mole. The HOMO-LUMO gap comes out at 10.393 eV. As for the net charge: +1. As for the multiplicity: 1.



(5)
2 unconnected molecules or ions with the total composition C5H14NO2 in a non-equilibrium geometry, computed with ωB97M-V with the def2-TZVPD basis set.

Each line ends with the Mulliken charge.
CARTESIAN COORDINATES (ANGSTROEM)
C (-0.13148, 0.04824, -0.02392)  -0.972
C (-0.71904, -1.25193, 0.54237)  0.918
C (-2.23940, -1.34070, 0.33046)  -1.528
C (-0.33710, -1.44281, 2.02432)  -1.643
N (1.29583, 0.15609, 0.19139)  -0.182
C (2.04336, 0.88903, -0.90144)  -0.379
O (2.03552, 2.21973, -0.79104)  -0.900
H (-0.33139, -0.03544, -1.09748)  0.377
H (-0.69222, 0.89425, 0.40360)  0.175
H (-0.17295, -2.06052, 0.02876)  0.228
H (-2.63177, -0.46721, -0.20116)  0.411
H (-2.72835, -1.17017, 1.29212)  0.359
H (-2.56306, -2.30954, 0.00811)  0.345
H (-0.93166, -2.23810, 2.47632)  0.462
H (0.70599, -1.78819, 2.05947)  0.393
H (-0.40356, -0.47572, 2.52752)  0.304
H (1.46461, 0.63300, 1.06790)  0.234
H (3.05730, 0.45508, -0.83175)  0.253
H (1.47616, 0.53166, -1.78601)  0.193
H (1.26443, 2.91188, -1.97127)  0.435
H (-0.15671, 2.72439, -2.54796)  0.256
O (0.69549, 3.11699, -2.80033)  -0.741

Forces on atoms 1 to 2 (eV/Å):
C -0.0647 -0.4283 0.2263
C 0.5198 -0.4270 0.3755

As for the total energy: -404.14314 hartree. For the energy above the lowest of the compared OMol25 structures with the same formula, charge and spin, the calculation gives 7.2 kcal per mole. The HOMO-LUMO gap comes out at 6.909 eV. As for the net charge: -1. As for the multiplicity: 1.



Q: Which molecular weight values were calculated for the entries above? A: 108.19 1023.18 110.05 101.17 120.17, in g mol⁻¹.